C8H24KO4 | ωB97M-V/def2-TZVPD

Properties
maximum force	2.05	eV Å⁻¹
HOMO level	-13.66	eV
orbital gap	11.0	eV
ΔE to the lowest compared entry with this formula, charge and spin	69.3	kJ/mol

```
! RIJCOSX wB97M-V def2-TZVPD def2/J DEFGRID3
* xyz 1 1
K -24.55 -21.41 -19.02
C -25.59 -19.73 -15.55
C -26.63 -20.57 -16.27
O -26.07 -21.87 -16.48
H -24.68 -19.51 -16.11
H -25.20 -20.04 -14.59
H -25.94 -18.74 -15.27
H -26.92 -20.16 -17.24
H -27.47 -20.59 -15.57
H -26.15 -22.37 -15.67
C -22.64 -20.16 -21.86
C -22.56 -21.68 -21.88
O -23.78 -22.20 -21.43
H -23.62 -19.80 -22.17
H -21.87 -19.79 -22.52
H -22.31 -19.79 -20.89
H -21.76 -22.13 -21.30
H -22.45 -22.06 -22.90
H -23.82 -23.14 -21.63
C -24.44 -17.27 -18.07
C -23.53 -18.09 -18.97
O -23.14 -19.15 -18.15
H -24.84 -16.37 -18.54
H -23.94 -17.01 -17.13
H -25.35 -17.79 -17.78
H -22.65 -17.52 -19.26
H -24.09 -18.43 -19.85
H -22.71 -18.79 -17.37
C -22.05 -21.94 -16.04
C -21.59 -22.99 -17.03
O -22.35 -22.90 -18.25
H -21.90 -20.91 -16.35
H -21.56 -22.10 -15.08
H -23.11 -22.10 -15.84
H -21.60 -24.00 -16.63
H -20.56 -22.79 -17.31
H -21.94 -23.49 -18.89
*
```

***

C28H45BrN2P2Ti | ωB97M-V/def2-TZVPD

Properties
maximum force	3.92	eV Å⁻¹
HOMO level (spin up / spin down)	-12.14 / -12.51	eV
orbital gap (spin up / spin down)	6.7 / 3.5	eV
⟨S²⟩	2.01

```
! RIJCOSX wB97M-V def2-TZVPD def2/J DEFGRID3
* xyz 2 3
N -0.07 -7.15 4.17
C -0.02 -6.01 4.84
C -0.04 -4.76 4.21
C -0.17 -4.72 2.80
C -0.21 -5.93 2.11
C -0.14 -7.13 2.85
C -0.38 -3.41 2.08
Ti 0.23 -2.43 0.47
P -1.65 0.53 -3.38
C -1.43 -3.24 1.07
C -2.19 -1.96 1.02
C -2.78 -1.46 -0.18
C -3.60 -0.33 -0.17
C -3.86 0.39 1.02
C -3.36 -0.17 2.22
C -2.56 -1.31 2.22
Br -4.48 2.11 0.90
H -0.09 -2.55 2.71
H -1.84 -4.12 0.54
H 0.02 -3.85 4.80
H -0.28 -5.99 1.02
H 0.04 -6.08 5.93
H -0.16 -8.10 2.32
H -2.56 -2.00 -1.10
H -2.19 -1.75 3.17
H -4.02 0.02 -1.10
H -3.58 0.30 3.18
P 1.88 -2.39 -1.40
C -3.41 1.03 -3.23
C -4.00 1.66 -4.50
H -3.49 1.72 -2.37
H -4.02 0.15 -3.00
H -5.03 2.00 -4.30
H -3.42 2.53 -4.84
H -4.07 0.91 -5.30
C -1.79 -1.28 -3.53
C -1.80 -1.68 -5.01
H -2.72 -1.59 -3.04
H -0.93 -1.71 -2.99
H -1.63 -2.76 -5.12
H -2.76 -1.45 -5.49
H -1.01 -1.16 -5.58
C -0.88 1.30 -1.92
C -0.41 2.73 -2.24
H -0.04 0.65 -1.63
H -1.64 1.30 -1.13
H 0.52 2.95 -1.73
H -0.24 2.87 -3.32
H -1.15 3.48 -1.93
C 2.53 -0.70 -1.53
C 3.99 -0.63 -1.96
H 2.39 -0.21 -0.55
H 1.89 -0.16 -2.24
H 4.66 -1.09 -1.22
H 4.16 -1.13 -2.93
H 4.30 0.42 -2.07
C 1.61 -3.05 -3.07
C 0.91 -4.41 -3.05
H 2.60 -3.12 -3.56
H 1.03 -2.31 -3.62
H 1.54 -5.18 -2.58
H -0.04 -4.38 -2.50
H 0.70 -4.74 -4.08
C 3.16 -3.44 -0.65
C 2.71 -3.80 0.78
H 4.13 -2.92 -0.65
H 3.28 -4.33 -1.28
H 1.57 -3.71 0.92
H 2.91 -4.86 1.03
H 3.21 -3.17 1.53
C 2.61 1.82 2.88
C 1.16 1.32 2.98
C 0.92 0.07 2.31
N 0.60 -0.69 1.47
H 3.31 1.15 3.40
H 2.73 2.81 3.35
H 2.93 1.91 1.84
H 0.89 1.15 4.04
H 0.46 2.05 2.55
*
```

***

C5H11NOS | ωB97M-V/def2-TZVPD

Properties
maximum force	1.95	eV Å⁻¹
HOMO level	-9.46	eV
orbital gap	10.1	eV
SMILES	NC1([C@@H](S)CO)CC1
ΔE to the lowest compared entry with this formula, charge and spin	196.8	kJ/mol

```
! RIJCOSX wB97M-V def2-TZVPD def2/J DEFGRID3
* xyz 0 1
N -1.66 1.28 -0.79
C -0.87 0.24 -0.15
C 0.65 0.28 -0.42
S 1.34 1.73 0.48
C 1.40 -1.01 -0.03
O 2.80 -0.88 -0.25
C -1.58 -1.05 0.03
C -1.37 -0.16 1.22
H -1.49 1.18 -1.78
H -1.32 2.23 -0.49
H 0.88 0.47 -1.49
H 2.20 2.04 -0.42
H 1.21 -1.21 1.04
H 1.07 -1.80 -0.71
H 3.19 -0.23 0.41
H -0.98 -1.98 0.03
H -2.58 -1.07 -0.35
H -2.25 0.40 1.69
H -0.63 -0.47 1.97
*
```

***

C16H54N14O11 | ωB97M-V/def2-TZVPD

Properties
maximum force	7.21	eV Å⁻¹
HOMO level	-8.75	eV
orbital gap	8.7	eV
SMILES	NC(N)=O.NC(N)=O.NC(N)=O.NC(N)=O.NC(N)=O.NC(N)=O.NC(N)=O.CC(C)O.CCO.CCO.CCO
ΔE to the lowest compared entry with this formula, charge and spin	421.7	kJ/mol

```
! RIJCOSX wB97M-V def2-TZVPD def2/J DEFGRID3
* xyz 0 1
N 0.69 -0.53 -4.84
C 0.42 -1.86 -4.90
N 0.67 -2.31 -6.06
O -0.16 -2.55 -4.07
H 0.73 -0.01 -5.71
H 0.42 -0.17 -3.94
H 0.57 -3.26 -6.38
H 1.16 -1.63 -6.62
N -0.92 -4.43 2.22
C -1.19 -3.24 1.85
N -2.45 -3.09 1.68
O -0.48 -2.26 1.69
H -1.64 -5.09 1.97
H 0.05 -4.68 2.13
H -2.65 -2.12 1.45
H -3.16 -3.66 2.11
N -2.80 -2.76 -2.64
C -4.07 -2.86 -2.66
N -4.61 -2.25 -1.68
O -4.77 -3.44 -3.49
H -2.40 -2.11 -1.98
H -2.24 -3.11 -3.41
H -4.02 -1.77 -1.01
H -5.56 -2.43 -1.38
N 5.75 0.89 0.60
C 4.83 1.46 -0.03
N 4.29 0.70 -0.88
O 4.50 2.61 0.12
H 6.12 1.47 1.34
H 5.92 -0.10 0.45
H 3.62 1.12 -1.50
H 4.40 -0.30 -0.78
N -5.05 0.83 1.13
C -3.88 0.38 0.71
N -3.00 1.35 0.86
O -3.72 -0.74 0.32
H -5.74 0.17 0.80
H -5.24 1.82 1.17
H -2.03 1.08 0.76
H -3.19 2.30 1.13
N 0.08 -3.94 -1.61
C -0.57 -5.07 -1.63
N -1.11 -5.27 -2.81
O -0.72 -5.84 -0.65
H 0.12 -3.47 -0.72
H -0.10 -3.33 -2.39
H -1.10 -4.47 -3.42
H -1.70 -6.03 -3.11
N 3.02 4.22 -3.40
C 2.51 3.08 -3.75
N 2.40 3.01 -5.07
O 2.23 2.12 -2.99
H 2.89 4.43 -2.42
H 3.19 5.00 -4.02
H 2.08 2.14 -5.46
H 2.27 3.90 -5.52
C 2.21 1.10 3.35
C 3.02 1.34 4.68
C 2.42 0.59 5.89
O 4.35 0.92 4.43
H 2.36 1.79 2.53
H 1.15 1.27 3.52
H 2.28 0.08 2.96
H 3.15 2.36 5.03
H 1.93 1.28 6.58
H 3.17 -0.03 6.38
H 1.72 -0.14 5.49
H 4.75 1.52 3.80
C -0.89 4.49 -0.34
C 0.28 3.65 0.10
O 1.03 4.55 0.85
H -1.48 4.87 0.49
H -1.54 3.99 -1.07
H -0.61 5.31 -1.00
H 0.81 3.44 -0.83
H 0.05 2.79 0.72
H 1.96 4.40 0.68
C -2.07 0.15 3.80
C -2.55 1.45 4.48
O -3.22 1.06 5.71
H -1.25 0.41 3.12
H -2.76 -0.53 3.30
H -1.57 -0.56 4.47
H -3.26 1.97 3.84
H -1.77 2.16 4.74
H -3.43 1.80 6.28
C 0.22 -0.25 -1.56
C 1.03 0.03 -0.22
O 0.19 0.23 0.93
H -0.58 -0.98 -1.44
H 1.00 -0.62 -2.21
H -0.05 0.72 -1.97
H 1.59 0.95 -0.40
H 1.66 -0.83 0.03
H 0.02 -0.64 1.29
*
```

***

C26H23IN4O4STi | ωB97M-V/def2-TZVPD

Properties
maximum force	1.17	eV Å⁻¹
HOMO level	-8.26	eV
orbital gap	7.5	eV
ΔE to the lowest compared entry with this formula, charge and spin	34.6	kJ/mol

```
! RIJCOSX wB97M-V def2-TZVPD def2/J DEFGRID3
* xyz 0 1
Ti -0.46 -0.18 0.28
C -1.59 4.08 -1.06
C -2.06 3.69 0.31
N -2.86 4.52 0.96
C -3.22 4.24 2.22
C -2.75 3.15 2.92
C -3.13 2.96 4.36
O -2.01 3.12 5.24
C -1.92 2.24 2.25
C -1.21 1.19 2.97
N -0.61 0.27 2.33
C 0.45 -0.57 2.73
C 0.89 -1.03 3.96
C 2.07 -1.77 4.01
C 2.80 -2.01 2.84
C 2.34 -1.54 1.61
C 1.16 -0.84 1.57
I 1.51 0.23 -1.51
C -1.61 2.47 0.90
O -0.88 1.65 0.17
H -2.44 4.41 -1.66
H -0.91 4.93 -0.97
H -1.08 3.27 -1.56
H -3.89 4.95 2.69
H -3.93 3.66 4.63
H -3.50 1.95 4.55
H -1.63 3.99 5.09
H -1.10 1.30 4.05
H 0.35 -0.82 4.88
H 2.42 -2.14 4.96
H 3.72 -2.57 2.90
H 2.90 -1.73 0.70
C -4.79 3.80 -4.18
C -4.31 2.68 -3.28
C -3.25 1.86 -3.67
C -2.82 0.83 -2.86
C -3.45 0.62 -1.65
C -4.49 1.44 -1.22
C -4.91 2.46 -2.05
S -3.07 -0.77 -0.64
O -2.69 -0.28 0.72
O -4.17 -1.68 -0.65
N -1.68 -1.29 -1.22
C -1.38 -2.59 -0.78
C -1.94 -3.77 -1.24
C -1.54 -4.94 -0.63
C -0.61 -4.90 0.42
C -0.11 -3.68 0.81
N -0.49 -2.55 0.20
H -4.02 4.08 -4.90
H -5.06 4.68 -3.60
H -5.67 3.49 -4.74
H -2.76 2.04 -4.62
H -2.00 0.19 -3.16
H -4.98 1.26 -0.27
H -5.72 3.11 -1.72
H -2.66 -3.75 -2.04
H -1.95 -5.89 -0.95
H -0.30 -5.80 0.92
H 0.62 -3.57 1.61
*
```

***

C10H14FN | ωB97M-V/def2-TZVPD

Properties
maximum force	9.93	eV Å⁻¹
HOMO level	-8.29	eV
orbital gap	9.1	eV
SMILES	CCCNCc1cccc(F)c1
ΔE to the lowest compared entry with this formula, charge and spin	495.7	kJ/mol

```
! RIJCOSX wB97M-V def2-TZVPD def2/J DEFGRID3
* xyz 0 1
C 0.03 -0.71 -3.33
C 0.35 0.80 -2.84
C 1.53 0.94 -1.87
N 1.19 0.20 -0.58
C 0.10 0.93 0.18
C -0.57 0.24 1.30
C -0.21 -1.12 1.38
C -0.49 -1.84 2.57
C -0.98 -1.35 3.64
C -1.33 0.06 3.47
F -2.09 0.54 4.50
C -0.90 0.92 2.47
H -0.17 -1.25 -2.48
H -1.09 -0.61 -3.74
H 0.78 -1.41 -3.99
H -0.53 1.64 -2.71
H 0.77 1.07 -3.79
H 2.44 0.30 -2.29
H 1.62 2.06 -1.52
H 2.17 -0.14 -0.13
H 0.87 1.83 0.79
H -0.55 1.48 -0.66
H -0.09 -1.65 0.37
H -0.12 -2.97 2.37
H -1.40 -1.90 4.48
H -1.32 1.92 2.40
*
```